(1)
# C37H30KN4O2PS

A structure of composition C37H30KN4O2PS (ωB97M-V/def2-TZVPD, the Open Molecules 2025 dataset).

Last column: Mulliken charge in e.
Positions of all 76 atoms, in Å:
K 1.85013 1.26478 1.70078  0.950
C 4.13705 3.05956 2.67930  -0.636
C 3.02065 3.45457 3.44540  -0.506
C 2.11734 4.11914 2.59130  -0.736
C 2.67430 4.13466 1.29634  -0.264
C 3.92292 3.48163 1.35095  -0.612
H 4.99903 2.51501 3.04326  0.395
H 2.87969 3.26960 4.50343  0.377
H 1.15112 4.51994 2.87065  0.390
H 2.21048 4.55265 0.40990  0.384
H 4.59168 3.31100 0.51627  0.347
N -2.40707 -4.78859 -0.40045  -0.514
C -1.39813 -4.19524 0.38404  0.931
C -1.58538 -2.92457 0.91889  -0.414
C -0.56474 -2.30347 1.62144  -0.116
C 0.63990 -2.96110 1.80275  -0.805
C 0.83799 -4.23594 1.28720  -0.384
C -0.18046 -4.85082 0.57624  -0.820
S 1.95731 -2.14465 2.66663  1.339
O 2.80983 -3.18066 3.21274  -0.775
O 1.32305 -1.26445 3.62308  -0.745
N 2.66209 -1.18722 1.61033  -0.275
C 3.33218 -1.59294 0.53334  0.170
N 3.52036 -2.91071 0.23861  -0.430
C 4.19449 -3.19485 -0.85755  -0.103
C 4.72657 -2.23956 -1.71018  -0.829
C 4.47517 -0.92433 -1.33751  -0.048
N 3.79998 -0.58642 -0.26165  -0.279
H -3.31583 -4.37491 -0.25899  0.246
H -2.44509 -5.79295 -0.32494  0.213
H -2.52599 -2.40522 0.76230  0.103
H -0.69259 -1.30330 2.02064  0.647
H 1.79551 -4.71100 1.44428  0.450
H -0.03100 -5.83743 0.14907  0.317
H 4.31779 -4.25695 -1.06716  0.368
H 5.27777 -2.49672 -2.60320  0.355
H 4.83490 -0.09708 -1.94708  0.404
C -2.21733 -1.66229 -4.94842  -0.420
C -2.18966 -0.28027 -4.80807  -0.674
C -1.76042 0.29393 -3.61833  -0.078
C -1.34258 -0.49971 -2.55154  -0.528
C -1.35958 -1.88519 -2.71328  -0.097
C -1.80272 -2.46587 -3.89412  -0.545
P -0.76079 0.13622 -0.87947  0.957
C -0.28809 1.82777 -1.39226  0.448
C 0.99467 1.98167 -1.91898  -0.467
C 1.46954 3.23196 -2.28658  -0.376
C 0.66699 4.35181 -2.12441  -0.526
C -0.60536 4.21138 -1.58748  -0.649
C -1.07978 2.96038 -1.21906  -0.056
C -2.41485 0.37512 -0.12038  0.741
C -3.62370 0.03380 -0.67272  -0.667
C -4.81177 0.19099 0.07805  -0.857
C -4.76879 0.67982 1.35492  -0.824
C -3.53593 1.03686 1.95634  0.537
C -3.43965 1.53708 3.27460  -1.001
C -2.20134 1.84073 3.77941  -0.922
C -1.03034 1.66641 3.00966  -0.060
C -1.02264 1.19381 1.70251  -0.029
C -2.33087 0.88499 1.21241  -0.298
H -2.55393 -2.10912 -5.87705  0.345
H -2.50862 0.34993 -5.63100  0.381
H -1.75044 1.37308 -3.51588  0.391
H -1.02066 -2.51307 -1.89599  0.269
H -1.81878 -3.54491 -3.99332  0.415
H 1.63413 1.10866 -2.00515  0.242
H 2.47764 3.33770 -2.66881  0.357
H 1.04297 5.33383 -2.38534  0.313
H -1.22291 5.08800 -1.42921  0.370
H -2.05881 2.86370 -0.76702  0.327
H -3.68862 -0.35738 -1.68119  0.351
H -5.76268 -0.07916 -0.36953  0.312
H -5.68673 0.80080 1.92432  0.305
H -4.33773 1.66410 3.87189  0.310
H -2.11728 2.21364 4.79711  0.344
H -0.08554 1.90736 3.50288  0.264

Computed properties:
Total charge = -2
Molar mass = 664.8 g/mol
Spin multiplicity = 1
HOMO level = -1.3869 eV

***

(2)
# C6H9N3

The molecule C6H9N3 (ωB97M-V/def2-TZVPD, the Open Molecules 2025 dataset).

Last column: Mulliken charge in e.
Positions of all 18 atoms, in Å:
C -2.86258 0.76864 -0.56948  -1.230
C -2.36338 -0.32849 0.49522  -0.627
C 0.09524 -0.45324 0.01567  0.460
C 2.31036 -0.78569 -0.19172  -0.078
C 2.53775 0.68332 0.01260  -0.569
C 1.39935 1.38121 0.16225  -0.173
H -2.91892 0.23285 -1.36549  0.470
H -3.84186 1.21695 -0.21835  0.276
H -2.20675 1.47969 -0.37769  0.359
H -2.95244 -1.01434 0.77915  0.667
H -2.05649 0.25027 1.48915  0.245
H -1.09068 -1.82134 0.28445  0.190
H 3.11143 -1.46676 -0.17919  0.437
H 3.49038 0.91667 -0.08794  0.514
H 1.48407 2.60206 0.23592  0.221
N -1.19589 -1.01304 -0.00968  -0.238
N 1.11295 -1.26630 -0.17479  -0.611
N 0.12305 0.85213 0.16916  -0.311

Computed properties:
Molar mass = 123.2 g/mol
Spin multiplicity = 1
SMILES = CCNc1ncccn1
HOMO level = -8.7643 eV

***

(3)
# C18H31Ge2N2OSeV

A structure of composition C18H31Ge2N2OSeV (ωB97M-V/def2-TZVPD, the Open Molecules 2025 dataset).

Last column: Mulliken charge in e.
Positions of all 56 atoms, in Å:
V -0.13097 -0.07110 0.62341  0.176
O -0.72908 -0.35590 2.47623  -0.615
C -1.52390 -1.22237 3.05005  0.658
C -1.67430 -1.18044 4.45276  -0.625
C -2.48669 -2.05846 5.12687  -0.464
C -3.20046 -3.03500 4.42810  -0.796
C -3.07716 -3.09324 3.06020  -0.898
C -2.25863 -2.20945 2.34035  0.306
C -2.19005 -2.31899 0.88927  0.584
N -1.45818 -1.60565 0.03488  0.347
C -1.74654 -2.04717 -1.23663  -0.834
C -2.64527 -3.05636 -1.16474  -0.670
N -2.92506 -3.20840 0.17291  -0.046
H -1.11590 -0.41591 4.97761  0.448
H -2.57392 -1.99205 6.20406  0.389
H -3.84120 -3.73351 4.94803  0.397
H -3.63903 -3.86095 2.54057  0.251
H -1.28997 -1.59275 -2.09772  0.460
H -3.11729 -3.65462 -1.92246  0.445
H -3.58713 -3.85571 0.55828  0.157
C 4.97482 2.48065 -3.01475  -1.176
Ge 4.22490 0.71842 -2.60863  0.578
C 5.61407 -0.46421 -1.89516  -1.262
C 3.43215 -0.09268 -4.20080  -1.179
C 2.77510 0.98547 -1.29778  -0.933
Se 2.05207 -0.67802 -0.57418  0.277
C 3.29027 -0.85521 0.91854  -1.077
H 5.74521 2.40139 -3.78235  0.358
H 5.42255 2.92507 -2.12566  0.369
H 4.19679 3.15180 -3.37898  0.368
H 6.38600 -0.61752 -2.65019  0.384
H 5.19899 -1.43978 -1.64005  0.381
H 6.08702 -0.03842 -1.00967  0.359
H 4.20369 -0.33241 -4.93288  0.380
H 2.71827 0.58819 -4.66503  0.356
H 2.90979 -1.01365 -3.93986  0.376
H 1.92584 1.45972 -1.78701  0.139
H 3.05788 1.62610 -0.46275  0.490
H 4.30530 -0.97171 0.55181  0.323
H 2.99301 -1.74469 1.46956  0.358
H 3.21653 0.01734 1.56357  0.319
C -3.75743 0.88609 -0.16444  -1.095
Ge -2.31199 2.22394 -0.04306  0.459
C -2.72562 3.67419 -1.31422  -1.218
C -2.41239 2.97765 1.77347  -1.033
C -0.55908 1.45552 -0.39270  -0.252
H -4.72934 1.36210 -0.02239  0.437
H -3.63649 0.12430 0.60858  0.237
H -3.75010 0.39102 -1.13674  0.297
H -3.68515 4.13750 -1.07813  0.355
H -2.76758 3.29534 -2.33625  0.355
H -1.95376 4.44401 -1.26697  0.346
H -3.41855 3.34609 1.98329  0.365
H -1.71079 3.80583 1.88343  0.337
H -2.15809 2.21283 2.50900  0.221
H 0.05686 2.12572 -1.00264  0.330

Computed properties:
Molar mass = 566.6 g/mol
Spin multiplicity = 3
HOMO level (alpha / beta) = -6.6276 / -6.8757 eV
Expectation value of S² = 2.252

***

(4)
# C6H10N2

The molecule C6H10N2 (ωB97M-V/def2-TZVPD, the Open Molecules 2025 dataset).

Last column: Mulliken charge in e.
Positions of all 18 atoms, in Å:
C -0.95185 1.17236 -0.93393  -1.590
C -1.14866 0.52888 0.41125  0.208
C -1.14154 -1.03078 0.59671  -0.522
C -0.61620 -1.70668 -0.50831  -0.381
C 2.20551 0.27987 0.05070  -0.723
C 0.01081 -0.25497 1.08183  -0.169
H -0.79226 2.27251 -0.85962  0.321
H -0.21289 0.79136 -1.51530  0.499
H -1.97370 1.15513 -1.38485  0.321
H -1.70506 0.99876 1.27299  0.380
H -1.79894 -1.49662 1.27041  0.442
H -1.12007 -2.41010 -1.10834  0.509
H 3.13415 -0.27861 -0.23096  0.275
H 1.98047 1.10121 -0.60415  0.269
H 2.26640 0.83063 1.07262  0.248
H 0.25500 -0.01428 2.17640  0.351
N 0.57233 -1.33002 -0.94263  -0.780
N 1.03650 -0.60867 0.15518  0.341

Computed properties:
Molar mass = 110.2 g/mol
Spin multiplicity = 1
SMILES = C[C@H]1[C@H]2C=NN(C)[C@@H]12
HOMO level = -7.4671 eV

***

(5)
# C10H15N5O4

The molecule C10H15N5O4 (ωB97M-V/def2-TZVPD, the Open Molecules 2025 dataset).

Last column: Mulliken charge in e.
Positions of all 34 atoms, in Å:
C -1.05365 -0.00131 0.53894  0.748
C 0.46435 -0.22491 0.32400  -0.084
C -1.77943 -0.73453 -0.53398  -0.883
C -3.33427 -0.39367 -0.55124  0.237
C -4.45090 -1.16016 -0.52170  -0.545
C -5.10920 0.86206 0.18469  -0.398
C 2.74852 0.79575 0.77665  0.337
C 3.14979 1.73099 -0.38647  0.406
C 3.39700 -0.50093 1.05845  -0.823
C 4.04401 -1.24618 -0.00806  0.198
H -1.40286 1.59948 -0.72491  0.351
H -2.30871 1.63276 0.52980  0.436
H -1.03671 -0.53225 1.50454  0.202
H -1.75407 -1.90329 -0.51586  0.321
H -1.47859 -0.56827 -1.53629  0.481
H -4.68264 -2.29151 -0.66456  0.309
H -5.61979 1.72179 0.47615  0.438
H -6.50040 -0.90890 0.33928  0.333
H 0.82195 1.70254 0.84075  0.387
H 3.05603 1.34526 1.80130  0.177
H 4.33747 -0.32709 1.66527  0.385
H 2.57372 -1.01431 1.52528  0.517
H 2.41655 -2.11871 -0.81942  0.275
H 3.65544 -2.74146 -1.58158  0.240
H 2.95990 2.78504 -1.89286  0.378
N -1.27771 1.43886 0.40354  -0.833
N -3.78248 1.03171 -0.03185  -0.442
N -5.55145 -0.43586 -0.15489  -0.182
N 1.24172 0.73818 0.78216  -0.147
N 3.34924 -2.00192 -0.95134  -0.320
O 0.99026 -1.28218 -0.05999  -0.846
O 4.32818 1.76899 -0.61326  -0.521
O 5.33035 -1.26402 0.00157  -0.671
O 2.25835 2.49807 -1.20409  -0.458

Computed properties:
Molar mass = 269.3 g/mol
Spin multiplicity = 1
SMILES = NC(=O)C[C@H](NC(=O)[C@@H](N)Cc1c[nH]cn1)C(=O)O
HOMO level = -9.0674 eV

***

(6)
# C26H19Cl32NO5

A cluster of 9 separate species, C26H19Cl32NO5 in total (ωB97M-V/def2-TZVPD, the Open Molecules 2025 dataset).

Last column: Mulliken charge in e.
Positions of all 83 atoms, in Å:
C 3.68846 -0.54199 3.63020  -0.836
C 3.59093 0.79193 3.62353  -0.705
C 2.45178 1.41277 2.90099  0.266
C 1.45742 2.00545 3.56216  -0.482
C 0.33740 2.61436 2.80377  0.098
O -0.18429 3.64147 3.18079  -0.522
C -0.05638 1.89424 1.55160  1.431
C -1.38951 1.82535 1.11270  -0.600
C -2.48525 2.51784 1.89625  -0.827
C -2.69294 1.96530 3.33214  -0.173
N -2.80611 3.06797 4.30500  -0.649
C -1.64775 1.09276 -0.05651  1.267
C -3.03207 0.92067 -0.66465  -1.198
C -3.53485 -0.52579 -0.62163  -0.287
O -4.51657 -0.72820 0.42326  -0.250
C -4.16962 -1.73648 1.27125  0.561
C -3.94018 -1.32075 2.68758  -0.509
O -4.02749 -2.86833 0.87795  -0.377
C -0.60286 0.49271 -0.75617  -0.984
C 0.70476 0.56863 -0.31792  -0.667
O 1.70603 -0.06908 -0.99926  -0.319
C 0.97998 1.27314 0.84897  0.541
C 2.37121 1.37585 1.39577  0.478
O 3.36669 1.44092 0.71306  -0.582
H 4.06930 -1.11558 4.46506  0.273
H 3.33872 -1.06399 2.74925  0.328
H 4.32805 1.44192 4.08543  0.458
H 1.45619 2.06767 4.64597  0.227
H -2.23431 3.56742 2.02085  0.532
H -3.43211 2.43385 1.37378  -0.009
H -3.62986 1.41376 3.37695  0.171
H -1.86292 1.29965 3.58888  0.309
H -1.96581 3.15766 4.85926  0.158
H -3.57676 2.89058 4.93387  0.285
H -2.90984 1.15511 -1.72383  0.482
H -3.74964 1.58552 -0.19955  0.429
H -3.97673 -0.80419 -1.57803  0.313
H -2.70714 -1.21569 -0.44769  0.420
H -3.98611 -2.17422 3.35273  -0.003
H -4.67828 -0.56708 2.96330  0.324
H -2.94895 -0.86342 2.72133  0.077
H -0.79739 -0.07345 -1.66051  0.605
H 2.03625 0.48823 -1.71344  0.160
C 1.65670 3.87038 8.10487  0.307
Cl 3.31837 4.28847 8.52371  -0.104
Cl 0.62734 5.29281 8.25957  -0.095
Cl 1.60376 3.29039 6.42859  -0.043
Cl 1.07621 2.59627 9.18011  -0.108
C 2.91514 -1.02121 -4.59350  0.323
Cl 4.56364 -1.04082 -5.22872  -0.053
Cl 1.80271 -1.71022 -5.77551  -0.092
Cl 2.85935 -1.96313 -3.10581  -0.047
Cl 2.42680 0.65516 -4.26423  -0.110
C -7.42478 -3.02099 -0.92826  0.342
Cl -7.33978 -2.20006 0.63091  -0.088
Cl -6.41272 -4.46180 -0.90140  -0.093
Cl -9.09945 -3.48018 -1.25779  -0.104
Cl -6.86103 -1.92417 -2.19780  -0.117
C -4.82402 -5.43545 4.88723  0.297
Cl -3.73254 -6.80955 5.08539  -0.103
Cl -6.49343 -5.97297 5.09344  -0.107
Cl -4.44741 -4.20770 6.10629  -0.118
Cl -4.61532 -4.74114 3.28187  0.001
C 5.08437 2.79997 -6.69572  0.294
Cl 4.83211 4.36797 -7.46207  -0.069
Cl 4.89654 2.95208 -4.94640  -0.083
Cl 3.91203 1.64509 -7.33608  -0.064
Cl 6.71975 2.22602 -7.05304  -0.096
C 0.20218 -3.37000 2.43427  0.059
Cl -1.50349 -3.20693 2.02357  0.068
Cl 0.40871 -4.26587 3.93740  -0.117
Cl 1.04456 -4.20833 1.12784  -0.099
Cl 0.86564 -1.73248 2.60077  0.010
C 6.02179 4.36285 -11.86021  0.308
Cl 4.29224 4.59598 -12.13725  -0.103
Cl 6.25920 3.51081 -10.33413  0.000
Cl 6.70731 3.41737 -13.18539  -0.102
Cl 6.82166 5.93600 -11.78481  -0.101
C 4.69747 -5.15270 -6.23302  0.342
Cl 5.65527 -6.46340 -6.93437  -0.103
Cl 3.43377 -5.82931 -5.20319  -0.090
Cl 5.74384 -4.11088 -5.26701  -0.078
Cl 3.96405 -4.21278 -7.53451  -0.079

Computed properties:
Molar mass = 1559.9 g/mol
Spin multiplicity = 1
SMILES = C=CC1=CC(=O)c2c(CCN)c(CCOC(C)=O)cc(O)c2C1=O.ClC(Cl)(Cl)Cl.ClC(Cl)(Cl)Cl.ClC(Cl)(Cl)Cl.ClC(Cl)(Cl)Cl.ClC(Cl)(Cl)Cl.ClC(Cl)(Cl)Cl.ClC(Cl)(Cl)Cl.ClC(Cl)(Cl)Cl
HOMO level = -9.2052 eV

***

Total energy (eV)
-85361.4607 -10835.3516 -228261.6761 -9361.2269 -26250.7980 -439710.5956
F_max (eV/Å)
0.46 10.46 0.65 5.19 6.68 1.17